(1)
Density functional theory data (ωB97M-V/def2-TZVPD) for a structure of composition C25H18ClN4OPtSSe in a non-equilibrium geometry.

The spin multiplicity is 5. The calculation puts the LUMO energy (alpha / beta) at -10.4 / -13.4 eV. The energy relative to the best compared isomer or geometry (same formula, charge and spin) is 10.3 kJ/mol. The energy comes out at -126141.7780 eV. As for the charge: +3.

Atoms and positions in Å:
Pt  -0.936  0.777  -0.392
Se  3.322  4.596  4.786
N  1.579  4.143  4.680
C  1.340  3.413  3.596
C  0.055  2.875  3.178
C  -1.136  3.082  3.886
C  -2.270  2.527  3.336
C  -2.265  1.818  2.127
N  -1.109  1.630  1.445
C  0.034  2.211  1.943
C  1.227  2.046  1.117
N  0.962  1.558  -0.126
C  1.896  1.624  -1.091
C  3.211  2.057  -0.814
C  3.533  2.479  0.477
C  2.510  2.505  1.478
C  2.577  3.167  2.798
N  3.707  3.694  3.339
H  -1.175  3.673  4.763
H  -3.227  2.724  3.842
H  -3.163  1.380  1.712
H  1.536  1.354  -2.118
H  4.002  1.995  -1.550
H  4.571  2.738  0.715
O  0.089  -0.756  0.574
S  0.841  -1.853  -0.263
C  -0.123  -3.319  -0.039
C  0.447  -4.537  -0.369
C  -0.286  -5.707  -0.084
C  -1.568  -5.605  0.435
C  -2.117  -4.381  0.797
C  -1.411  -3.236  0.513
C  0.304  -1.634  -1.990
C  -0.990  -1.164  -2.205
C  -1.411  -0.842  -3.483
C  -0.643  -1.179  -4.583
C  0.666  -1.644  -4.344
C  1.132  -1.939  -3.063
H  1.455  -4.655  -0.771
H  0.163  -6.703  -0.291
H  -2.175  -6.528  0.575
H  -3.150  -4.383  1.162
H  -1.841  -2.261  0.671
H  -1.768  -1.205  -1.360
H  -2.405  -0.381  -3.557
H  -0.962  -1.090  -5.609
H  1.360  -1.802  -5.203
H  2.097  -2.401  -2.900
Cl  -3.512  2.532  -1.472
C  -1.827  2.049  -1.723
H  -1.287  2.964  -1.820
H  -1.860  1.595  -2.727

Atomic partial charges in e from the Löwdin method, atoms 1 to 8:
1 Pt 1.298
2 Se 1.490
3 N -0.158
4 C -0.222
5 C -0.061
6 C 0.085
7 C 0.031
8 C -0.015

***

(2)
Density functional theory data (ωB97M-V/def2-TZVPD) for a structure of composition C25H18ClN7O4PtS2 in a non-equilibrium geometry.

The calculation puts the LUMO energy (alpha / beta) at -2.9 / -2.9 eV. The energy relative to the best compared isomer or geometry (same formula, charge and spin) is 123.5 kJ/mol. The energy comes out at -82274.4500 eV.

Atoms and positions in Å:
Pt  -0.306  -1.594  -1.815
S  -0.483  -1.895  1.029
C  -1.913  -2.035  1.782
C  -2.183  -1.129  2.871
N  -2.338  -0.398  3.745
C  -2.999  -2.981  1.438
S  -2.901  -4.172  0.351
C  -4.239  -2.783  2.150
N  -5.238  -2.639  2.700
C  -0.775  2.579  4.424
O  -0.233  3.748  3.824
C  0.809  3.598  2.980
C  1.325  2.363  2.577
C  2.392  2.315  1.696
C  2.952  3.487  1.186
C  2.455  4.712  1.634
C  1.390  4.773  2.505
N  4.045  3.596  0.270
N  4.476  2.664  -0.445
C  3.694  1.586  -0.913
C  4.371  0.402  -1.123
C  3.710  -0.818  -1.318
C  2.330  -0.859  -1.357
O  1.628  -1.973  -1.441
C  1.631  0.389  -1.330
N  0.273  0.314  -1.508
C  -0.447  1.413  -1.550
C  0.152  2.680  -1.482
C  1.502  2.781  -1.291
C  2.286  1.615  -1.153
H  -1.498  2.924  5.157
H  0.001  1.998  4.927
H  -1.282  1.954  3.690
H  0.895  1.438  2.935
H  2.792  1.349  1.419
H  2.921  5.617  1.266
H  0.989  5.721  2.839
H  5.451  0.430  -1.051
H  4.264  -1.742  -1.420
H  -1.516  1.291  -1.642
H  -0.468  3.559  -1.578
H  1.975  3.753  -1.257
Cl  -5.146  -2.341  -2.432
C  -4.487  -0.700  -2.179
C  -3.091  -0.775  -1.574
O  -2.884  -0.369  -0.439
O  -2.214  -1.269  -2.389
H  -5.151  -0.174  -1.503
H  -4.453  -0.216  -3.151
N  -0.069  -4.487  -1.408
C  -0.144  -5.703  -1.963
C  -0.738  -5.549  -3.199
C  -0.994  -4.179  -3.309
N  -0.592  -3.557  -2.208
H  0.280  -4.202  -0.506
H  0.218  -6.576  -1.448
H  -0.966  -6.318  -3.915
H  -1.462  -3.618  -4.100

Atomic partial charges in e from the Löwdin method, atoms 1 to 8:
1 Pt 1.161
2 S 0.873
3 C -0.756
4 C -0.269
5 N 0.204
6 C -0.774
7 S 0.854
8 C -0.269

***

(3)
Density functional theory data (ωB97M-V/def2-TZVPD) for an isolated molecule of C25H18FN3OS2 in a non-equilibrium geometry.

The calculation puts the LUMO energy at 0.1 eV. The energy comes out at -57122.9622 eV.

Atoms and positions in Å:
F  4.500  0.993  0.250
C  4.043  -0.233  0.577
C  4.359  -1.308  -0.233
C  3.889  -2.563  0.109
C  3.122  -2.741  1.254
C  2.571  -4.089  1.593
S  0.730  -4.047  1.556
C  0.561  -3.438  -0.046
N  1.403  -3.550  -1.025
N  0.894  -2.836  -2.048
C  -0.228  -2.336  -1.653
C  -1.127  -1.415  -2.397
C  -1.625  -0.345  -1.480
S  -3.180  -0.537  -0.741
C  -2.937  1.004  0.075
C  -3.930  1.566  0.961
C  -3.671  2.786  1.590
C  -4.611  3.341  2.434
C  -5.815  2.693  2.663
C  -6.077  1.482  2.043
C  -5.142  0.919  1.197
N  -1.809  1.552  -0.208
C  -1.039  0.829  -1.063
C  0.247  1.407  -1.456
C  0.380  2.795  -1.385
C  1.565  3.409  -1.735
C  2.641  2.650  -2.165
C  2.522  1.274  -2.230
C  1.340  0.651  -1.873
O  -0.511  -2.688  -0.375
C  2.818  -1.641  2.050
C  3.274  -0.380  1.718
H  4.957  -1.158  -1.117
H  4.110  -3.407  -0.524
H  2.895  -4.849  0.886
H  2.808  -4.390  2.613
H  -0.567  -0.999  -3.236
H  -1.978  -1.982  -2.787
H  -2.729  3.275  1.401
H  -4.406  4.285  2.918
H  -6.548  3.130  3.324
H  -7.013  0.974  2.221
H  -5.345  -0.026  0.712
H  -0.464  3.378  -1.050
H  1.651  4.484  -1.673
H  3.570  3.127  -2.438
H  3.358  0.673  -2.557
H  1.293  -0.425  -1.905
H  2.207  -1.775  2.932
H  3.040  0.481  2.323

Atomic partial charges in e from the Löwdin method, atoms 1 to 8:
1 F 0.058
2 C -0.283
3 C -0.005
4 C -0.048
5 C -0.327
6 C -0.382
7 S 1.004
8 C -0.676

***

(4)
Density functional theory data (ωB97M-V/def2-TZVPD) for a structure of composition C25H19BClF2IrO3P in a non-equilibrium geometry.

The spin multiplicity is 2. The calculation puts the LUMO energy (alpha / beta) at -7.4 / -9.5 eV. The energy relative to the best compared isomer or geometry (same formula, charge and spin) is 159.1 kJ/mol. The energy comes out at -63124.5363 eV. As for the charge: +2.

Atoms and positions in Å:
Ir  -0.323  -0.780  1.318
Cl  3.657  -3.561  6.669
C  2.971  -2.716  5.393
C  3.555  -1.511  4.940
C  2.961  -0.801  3.940
C  1.737  -1.253  3.345
O  1.188  -0.479  2.503
C  1.196  -2.522  3.753
C  0.033  -3.108  3.127
O  -0.619  -2.612  2.202
C  1.807  -3.222  4.774
H  4.471  -1.166  5.399
H  3.375  0.128  3.576
H  -0.282  -4.094  3.479
H  1.403  -4.166  5.116
F  -2.881  0.488  1.986
B  -1.670  0.195  2.423
F  -1.283  0.626  3.621
O  0.840  -0.513  -0.439
P  0.033  0.402  -1.408
C  0.400  0.028  -3.092
C  -0.457  0.453  -4.113
C  -0.129  0.190  -5.430
C  1.041  -0.499  -5.727
C  1.888  -0.926  -4.715
C  1.569  -0.671  -3.391
C  0.196  2.143  -1.098
C  0.392  3.051  -2.140
C  0.508  4.404  -1.862
C  0.442  4.855  -0.555
C  0.252  3.959  0.493
C  0.139  2.611  0.219
C  -1.647  -0.088  -0.943
C  -2.758  0.748  -1.049
C  -4.011  0.262  -0.733
C  -4.185  -1.051  -0.295
C  -3.101  -1.885  -0.154
C  -1.812  -1.420  -0.476
H  -1.380  0.971  -3.883
H  -0.786  0.513  -6.224
H  1.285  -0.717  -6.758
H  2.800  -1.452  -4.957
H  2.222  -1.004  -2.596
H  0.460  2.706  -3.162
H  0.658  5.105  -2.670
H  0.543  5.911  -0.345
H  0.194  4.315  1.511
H  0.018  1.919  1.049
H  -2.636  1.773  -1.374
H  -4.872  0.912  -0.814
H  -5.179  -1.415  -0.076
H  -3.237  -2.912  0.157
H  -0.989  -2.125  -0.515

Atomic partial charges in e from the Löwdin method, atoms 1 to 8:
1 Ir 1.400
2 Cl 0.889
3 C -0.609
4 C -0.024
5 C 0.087
6 C -0.258
7 O -0.089
8 C -0.079

***

(5)
Density functional theory data (ωB97M-V/def2-TZVPD) for a structure of composition C25H19BeBrN7O2S in a non-equilibrium geometry.

The calculation puts the LUMO energy at -3.2 eV. The energy relative to the best compared isomer or geometry (same formula, charge and spin) is 96.0 kJ/mol. The energy comes out at -122034.5750 eV. As for the charge: +1.

Atoms and positions in Å:
Be  -0.106  -0.467  0.173
C  -1.688  -1.364  2.335
O  -1.214  -1.485  0.971
C  -1.222  -2.754  0.378
C  -2.039  -3.785  0.752
C  -1.903  -4.976  0.047
Br  -3.008  -6.427  0.514
C  -1.002  -5.112  -0.987
C  -0.180  -4.041  -1.375
C  -0.311  -2.880  -0.649
O  0.467  -1.706  -0.842
C  0.750  -4.246  -2.508
N  0.914  -5.412  -3.058
C  1.852  -5.234  -4.063
C  2.376  -6.159  -4.971
C  3.289  -5.698  -5.893
C  3.690  -4.349  -5.922
C  3.184  -3.424  -5.034
C  2.256  -3.900  -4.110
N  1.541  -3.280  -3.100
H  -2.774  -1.398  2.344
H  -1.336  -0.406  2.705
H  -1.272  -2.166  2.940
H  -2.755  -3.691  1.556
H  -0.899  -6.041  -1.531
H  1.386  -1.917  -1.065
H  2.061  -7.195  -4.937
H  3.707  -6.383  -6.619
H  4.409  -4.030  -6.665
H  3.497  -2.386  -5.055
H  1.506  -2.284  -2.999
N  -2.599  2.569  0.370
C  -2.481  1.366  -0.191
S  -1.004  1.035  -1.021
N  -3.516  0.539  -0.060
C  -3.802  -0.764  -0.598
C  -3.278  -1.262  -1.784
C  -3.649  -2.530  -2.213
C  -4.543  -3.297  -1.481
C  -5.092  -2.778  -0.316
C  -4.724  -1.516  0.123
H  -1.837  3.215  0.261
H  -3.462  2.911  0.763
H  -4.263  0.881  0.526
H  -2.625  -0.661  -2.396
H  -3.238  -2.915  -3.138
H  -4.824  -4.288  -1.820
H  -5.816  -3.351  0.251
H  -5.171  -1.105  1.026
N  1.038  0.024  1.190
C  1.777  -0.260  2.045
C  2.651  -0.693  2.999
C  3.368  -1.874  2.607
N  3.863  -2.846  2.225
C  2.747  -0.130  4.306
N  2.810  0.311  5.370

Atomic partial charges in e from the Löwdin method, atoms 1 to 8:
1 Be -0.044
2 C 0.033
3 O -0.154
4 C -0.175
5 C -0.049
6 C -0.659
7 Br 0.823
8 C -0.036

***

(6)
Density functional theory data (ωB97M-V/def2-TZVPD) for a cluster of 4 separate species, C25H19BrNO14 in total in a non-equilibrium geometry.

The calculation puts the LUMO energy at -4.6 eV. The energy comes out at -126421.5272 eV. As for the charge: +1.

Atoms and positions in Å:
O  -4.385  -2.736  -7.729
C  -3.508  -3.149  -8.422
Br  -4.001  -3.902  -10.188
C  -1.994  -3.109  -8.012
C  -1.799  -3.237  -6.471
C  -2.644  -4.063  -5.605
N  -2.400  -4.124  -4.249
C  -1.361  -3.448  -3.617
C  -0.455  -2.567  -4.364
C  -0.707  -2.481  -5.824
O  0.093  -1.649  -6.619
H  -1.446  -3.929  -8.560
H  -1.546  -2.136  -8.340
H  -3.483  -4.623  -6.079
H  -3.007  -4.696  -3.650
H  -1.217  -3.574  -2.520
H  0.373  -2.013  -3.852
H  -0.399  -0.795  -6.603
C  -1.590  2.411  -2.730
C  -1.158  1.164  -2.925
C  -0.818  0.266  -1.779
O  -0.443  -0.880  -2.002
C  -0.944  0.799  -0.428
C  -1.373  2.052  -0.230
C  -1.740  2.941  -1.373
O  -2.143  4.064  -1.150
O  -1.493  2.561  1.006
O  -1.010  0.652  -4.171
H  -1.841  3.069  -3.551
H  -0.677  0.145  0.392
H  -1.820  3.475  0.885
H  -0.690  -0.257  -4.036
C  -0.341  0.189  6.669
C  0.008  -0.240  5.453
C  -0.486  0.435  4.216
O  -0.127  0.020  3.123
C  -1.389  1.571  4.368
C  -1.743  2.001  5.584
C  -1.228  1.343  6.823
O  -1.559  1.775  7.909
O  -2.576  3.044  5.746
O  0.823  -1.303  5.286
H  0.012  -0.290  7.572
H  -1.752  2.038  3.463
H  -2.671  3.155  6.712
H  0.922  -1.408  4.320
C  4.368  2.723  4.758
C  5.585  2.168  4.715
C  5.854  0.940  3.906
O  6.979  0.478  3.879
C  4.737  0.338  3.178
C  3.521  0.891  3.225
C  3.259  2.134  4.011
O  2.138  2.614  4.011
O  2.474  0.356  2.566
O  6.621  2.691  5.396
H  4.161  3.612  5.337
H  4.940  -0.560  2.611
H  1.716  0.941  2.759
H  7.382  2.112  5.200

Atomic partial charges in e from the Löwdin method, atoms 1 to 8:
1 O 0.035
2 C -0.773
3 Br 0.709
4 C -0.095
5 C -0.060
6 C 0.060
7 N 0.086
8 C 0.028